No. 1
A single C6H5N3O2S molecule in a non-equilibrium geometry, computed with ωB97M-V/def2-TZVPD.

CARTESIAN COORDINATES (ANGSTROEM)
O -5.393 1.619 -0.143
N -4.383 0.979 0.072
N -3.468 0.351 -0.212
N -2.580 -0.467 -0.047
C -1.170 -0.218 -0.067
C -0.620 1.068 0.026
C 0.765 1.307 0.000
C 1.663 0.260 -0.151
C 1.103 -1.047 -0.257
C -0.284 -1.272 -0.228
S -0.854 -2.977 -0.284
O -2.229 -3.086 0.650
H -1.305 2.010 0.206
H 1.281 2.198 0.001
H 2.654 0.565 -0.079
H 1.568 -2.018 -0.427
H -2.970 -2.539 0.305

Its LUMO energy is -0.5 eV. Its largest force on an atom is 3.58 eV Å⁻¹. The value obtained for the HOMO energy is -8.29 eV. As for the charge: 0. The SMILES is O=N/N=N/c1ccccc1SO. Its calculated total energy is -944.34163 Ha. Its multiplicity is 1. The relative energy (zero: lowest compared OMol25 entry of this formula, charge and spin) comes out at 97.8 kcal per mole. The value obtained for the HOMO-LUMO gap is 7.83 eV.

***

No. 2
A single C3H3NO2 molecule, computed with ωB97M-V/def2-TZVPD.

CARTESIAN COORDINATES (ANGSTROEM)
O 2.041 -0.328 -0.036
C 0.732 -0.024 0.007
C 0.061 1.159 -0.090
O -1.276 0.853 0.088
C -1.316 -0.464 0.214
N -0.164 -1.050 0.194
H 2.064 -1.297 0.050
H 0.151 2.070 -0.645
H -2.293 -0.918 0.219

Its LUMO energy is 0.9 eV. Its largest force on an atom is 0.99 eV Å⁻¹. The value obtained for the HOMO energy is -8.96 eV. As for the charge: 0. The SMILES is Oc1cocn1. Its calculated total energy is -321.32540 Ha. Its multiplicity is 1. The relative energy (zero: lowest compared OMol25 entry of this formula, charge and spin) comes out at 32.8 kcal per mole. The value obtained for the HOMO-LUMO gap is 9.89 eV.

***

No. 3
2 unconnected molecules or ions with the total composition C19H30N2OSi, computed with ωB97M-V/def2-TZVPD.

CARTESIAN COORDINATES (ANGSTROEM)
C 3.994 0.882 3.700
Si 3.609 0.933 1.877
C 2.789 2.582 1.452
C 2.383 -0.459 1.487
C 5.167 0.628 0.891
C 6.233 1.747 0.988
C 6.124 2.396 -0.384
O 5.944 1.297 -1.263
C 4.974 0.477 -0.640
H 4.769 1.606 3.965
H 3.116 1.116 4.307
H 4.356 -0.101 4.006
H 1.899 2.446 0.828
H 3.449 3.278 0.933
H 2.459 3.071 2.372
H 2.514 -1.277 2.199
H 1.348 -0.115 1.589
H 2.519 -0.871 0.484
H 5.580 -0.304 1.294
H 6.099 2.461 1.803
H 7.226 1.305 1.084
H 6.984 2.976 -0.708
H 5.235 3.043 -0.427
H 5.116 -0.541 -1.000
H 3.968 0.812 -0.950
C 0.087 1.965 -1.472
N -1.093 1.072 -1.368
C -1.222 0.300 -0.277
C -2.298 -0.546 -0.133
C -3.269 -0.590 -1.131
C -3.115 0.220 -2.250
C -2.012 1.040 -2.344
C -4.446 -1.492 -1.002
C -5.738 -0.999 -1.147
C -6.809 -1.859 -1.025
N -6.619 -3.163 -0.775
C -5.379 -3.661 -0.631
C -4.274 -2.849 -0.736
C -7.778 -4.083 -0.661
H 0.988 1.365 -1.371
H 0.040 2.706 -0.677
H 0.072 2.456 -2.439
H -0.436 0.374 0.464
H -2.370 -1.150 0.760
H -3.830 0.212 -3.062
H -1.836 1.683 -3.195
H -5.929 0.048 -1.338
H -7.833 -1.528 -1.121
H -5.308 -4.722 -0.434
H -3.291 -3.286 -0.624
H -7.744 -4.573 0.309
H -7.721 -4.819 -1.459
H -8.693 -3.509 -0.752

Its LUMO energy is -7.8 eV. Its largest force on an atom is 0.25 eV Å⁻¹. The value obtained for the HOMO energy is -13.10 eV. As for the charge: +2. Its calculated total energy is -1215.68803 Ha. Its multiplicity is 1. The value obtained for the HOMO-LUMO gap is 5.26 eV.